{"formula": "C19H30BCuN6OS", "method": "ωB97M-V with the def2-TZVPD basis set", "homo_lumo_gap_ev": 8.182, "charge": 0, "homo_energy_ev": -7.60, "e_tot_ev": -87332.28494, "multiplicity": 1, "species": ["Cu", "C", "C", "C", "C", "C", "N", "N", "B", "N", "N", "C", "C", "C", "C", "C", "N", "N", "C", "C", "C", "C", "C", "H", "H", "H", "H", "H", "H", "H", "H", "H", "H", "H", "H", "H", "H", "H", "H", "H", "H", "H", "H", "H", "H", "O", "S", "C", "C", "C", "C", "H", "H", "H", "H", "H", "H", "H", "H"], "xyz": [[-0.00420, 0.05146, 0.12078], [-0.03474, 2.29200, 3.25156], [-0.02161, 0.79820, 3.27620], [-0.02104, -0.04149, 4.40011], [-0.01169, -1.32978, 3.89898], [-0.00235, -2.61146, 4.66509], [-0.00759, -1.23571, 2.55388], [-0.01295, 0.06510, 2.17291], [-0.00136, -2.39484, 1.52166], [1.26605, -2.31016, 0.63613], [1.49589, -1.23902, -0.16080], [2.62234, -1.45714, -0.82046], [3.14256, -0.45564, -1.79626], [3.14315, -2.70659, -0.44488], [2.25450, -3.21719, 0.48253], [2.31078, -4.51699, 1.21463], [-1.26428, -2.31619, 0.62911], [-1.49513, -1.24546, -0.16837], [-2.62324, -1.46279, -0.82550], [-3.14389, -0.45975, -1.79939], [-3.14384, -2.71189, -0.44808], [-2.25418, -3.22225, 0.47842], [-2.30960, -4.52062, 1.21323], [-0.09021, 2.67743, 4.26745], [-0.89701, 2.66058, 2.69201], [0.87402, 2.67897, 2.78564], [-0.02601, 0.25789, 5.43567], [-0.00203, -2.38546, 5.72947], [0.88386, -3.20393, 4.43421], [-0.88076, -3.21724, 4.43880], [-0.00053, -3.43250, 2.10554], [2.42468, 0.35990, -1.88861], [3.28505, -0.91121, -2.77645], [4.10363, -0.05515, -1.46924], [4.05007, -3.16596, -0.80263], [3.21101, -5.05633, 0.92750], [1.44537, -5.13905, 0.98228], [2.32784, -4.35719, 2.29354], [-2.42903, 0.35926, -1.88468], [-4.10786, -0.06445, -1.47469], [-3.28074, -0.91135, -2.78228], [-4.05214, -3.17038, -0.80348], [-3.20875, -5.06243, 0.92742], [-2.32738, -4.35754, 2.29166], [-1.44332, -5.14216, 0.98280], [-0.04979, 1.96445, -1.80835], [0.03430, 2.40452, -0.39332], [-1.29313, 3.67320, -0.16313], [-0.64177, 4.95903, 0.31655], [0.67451, 5.05983, -0.44979], [1.34575, 3.70631, -0.29043], [-2.04522, 3.27012, 0.51382], [-1.71062, 3.77731, -1.16511], [-0.44076, 4.90672, 1.38958], [-1.28411, 5.82163, 0.13477], [1.30506, 5.86530, -0.07118], [0.47425, 5.25742, -1.50508], [1.81321, 3.59956, 0.69085], [2.07539, 3.46868, -1.06230]], "forces_ev_per_angstrom": [[0.06, 0.81, -0.20], [0.02, -0.13, -0.15], [-0.02, -0.22, 0.16], [0.01, 0.09, -0.01], [0.01, 0.23, 0.10], [-0.01, 0.02, -0.16], [0.01, -0.24, 0.34], [-0.02, -0.12, 0.28], [0.00, 0.20, -0.15], [0.18, -0.32, 0.08], [0.15, -0.02, 0.00], [-0.09, -0.12, 0.09], [-0.04, -0.05, 0.09], [0.06, 0.04, -0.02], [0.10, 0.12, -0.15], [-0.09, 0.10, 0.00], [-0.18, -0.31, 0.08], [-0.16, -0.01, -0.01], [0.09, -0.12, 0.09], [0.04, -0.04, 0.09], [-0.07, 0.04, -0.02], [-0.09, 0.11, -0.16], [0.09, 0.10, 0.00], [-0.01, 0.06, 0.00], [0.01, 0.05, 0.02], [-0.02, 0.05, 0.01], [0.00, -0.04, 0.00], [0.00, -0.03, 0.01], [-0.03, -0.03, 0.02], [0.03, -0.03, 0.01], [0.00, -0.08, 0.06], [0.03, 0.02, -0.06], [0.00, 0.04, -0.02], [0.00, 0.03, -0.02], [-0.02, -0.04, 0.02], [0.01, 0.00, 0.01], [0.01, -0.02, 0.03], [0.00, -0.05, 0.00], [-0.03, 0.02, -0.06], [0.00, 0.02, -0.02], [0.00, 0.04, -0.02], [0.02, -0.04, 0.02], [-0.01, 0.00, 0.00], [0.00, -0.06, 0.00], [-0.01, -0.02, 0.03], [-0.03, 0.04, -0.66], [0.02, 0.59, -0.07], [0.14, -0.27, 0.25], [0.08, 0.03, -0.05], [-0.04, 0.04, 0.02], [-0.12, -0.25, 0.17], [-0.02, -0.01, -0.06], [0.00, -0.09, -0.03], [-0.03, 0.03, 0.01], [-0.03, -0.03, 0.04], [0.02, -0.01, -0.03], [0.01, -0.01, 0.00], [0.00, 0.01, -0.01], [-0.03, -0.13, 0.00]], "nbo_charge": [0.853, -0.637, 0.162, -0.361, 0.192, -0.638, -0.319, -0.405, 0.524, -0.330, -0.409, 0.166, -0.641, -0.362, 0.205, -0.641, -0.335, -0.411, 0.181, -0.645, -0.362, 0.198, -0.639, 0.224, 0.212, 0.212, 0.218, 0.223, 0.223, 0.223, -0.035, 0.234, 0.222, 0.215, 0.219, 0.224, 0.223, 0.222, 0.238, 0.215, 0.221, 0.219, 0.224, 0.222, 0.223, -0.985, 1.211, -0.599, -0.412, -0.414, -0.596, 0.237, 0.246, 0.207, 0.226, 0.223, 0.214, 0.224, 0.252]}



{"formula": "C3H5BrS", "method": "ωB97M-V with the def2-TZVPD basis set", "relative_energy_kj_mol": 223.68, "homo_lumo_gap_ev": 8.997, "charge": 0, "homo_energy_ev": -9.41, "e_tot_ev": -84066.95971, "multiplicity": 1, "species": ["C", "C", "C", "H", "H", "H", "H", "S", "Br", "H"], "xyz": [[1.53624, -0.53241, 2.07326], [1.46741, -0.76864, 0.90436], [1.35569, -0.89287, -0.54688], [1.45934, -0.24224, 3.19100], [0.70058, -1.59323, -0.74059], [2.27907, -1.24361, -1.05778], [1.02420, 0.04470, -0.84012], [-2.49374, 1.71274, -1.02728], [-4.32654, 0.77966, -0.34151], [-3.00225, 2.73591, -1.61445]], "forces_ev_per_angstrom": [[-0.44, 0.85, 3.28], [0.52, -0.06, -0.21], [4.11, 1.13, 1.76], [0.35, -0.85, -2.79], [-3.76, -3.44, -1.21], [-0.31, 0.72, 0.48], [-0.48, 1.66, -1.31], [1.15, -1.31, 0.73], [-0.25, 0.00, 0.01], [-0.89, 1.30, -0.73]], "nbo_charge": [-0.288, 0.008, -0.669, 0.257, 0.225, 0.232, 0.235, -0.065, -0.052, 0.117]}



{"formula": "C3H13N4", "method": "ωB97M-V with the def2-TZVPD basis set", "relative_energy_kj_mol": 659.67, "homo_lumo_gap_ev": [7.588, 9.395], "charge": 1, "homo_energy_ev": [-12.43, -12.85], "e_tot_ev": -9270.70744, "multiplicity": 1, "species": ["C", "C", "C", "N", "N", "N", "N", "H", "H", "H", "H", "H", "H", "H", "H", "H", "H", "H", "H", "H"], "xyz": [[-2.69031, 1.67904, 0.37562], [-1.38536, -1.76321, 0.31995], [-0.34933, 0.25986, -0.56060], [0.64462, 1.01943, -0.89249], [0.87230, -1.64882, -0.63277], [-0.34591, -1.01030, -0.39953], [2.88186, 0.78011, 0.46699], [-2.25444, 1.31459, 1.28451], [-2.72015, 2.73215, 0.16587], [-3.40062, 1.04688, -0.09337], [-1.08810, -1.85987, 1.39802], [-2.27441, -1.18622, 0.24087], [-1.59695, -2.75259, 0.03521], [0.40809, 1.76570, -1.43153], [1.58134, 0.98746, -0.39960], [0.59181, -2.61633, -1.06277], [1.54584, -0.90347, -0.95121], [3.84694, 1.04625, 0.07618], [2.90257, -0.23601, 0.71864], [2.83022, 1.34538, 1.34200]], "forces_ev_per_angstrom": [[0.72, -0.44, 0.08], [0.91, 1.32, 2.06], [-2.42, 0.51, 0.13], [0.38, -1.97, 0.94], [-0.42, -2.04, 0.04], [0.18, -0.15, 0.53], [2.30, 0.20, 0.55], [0.09, 0.13, 0.32], [0.27, 0.15, -0.13], [-0.49, -0.37, -0.45], [-0.18, 0.34, -0.89], [-0.72, 0.42, 0.03], [0.28, -1.18, -1.30], [-0.58, 2.81, -1.60], [0.43, 0.06, 0.10], [1.82, 2.69, 0.30], [-0.86, -2.15, -0.62], [-1.88, -0.77, 0.60], [0.27, 1.25, 0.02], [-0.10, -0.83, -0.72]], "nbo_charge": [-0.433, -0.418, 0.551, -0.830, -0.678, -0.229, -1.087, 0.174, 0.193, 0.176, 0.229, 0.237, 0.236, 0.417, 0.431, 0.417, 0.408, 0.410, 0.396, 0.404]}



{"formula": "C4H14N3O", "method": "ωB97M-V with the def2-TZVPD basis set", "relative_energy_kj_mol": 766.05, "homo_lumo_gap_ev": 5.134, "charge": 1, "homo_energy_ev": -13.52, "e_tot_ev": -10880.22150, "multiplicity": 1, "species": ["C", "C", "C", "N", "C", "N", "N", "H", "H", "H", "H", "H", "H", "H", "H", "H", "H", "H", "H", "H", "H", "O"], "xyz": [[-0.46629, 1.23926, 1.34875], [-0.69117, -0.24576, 1.38865], [0.57830, -1.09708, 1.28538], [2.64675, -0.15712, -1.47904], [1.72477, -0.77368, -0.71944], [1.66012, -0.50443, 0.54294], [-0.07056, 1.76922, 0.06763], [-1.37805, 1.73598, 1.70679], [0.30590, 1.47419, 2.12168], [-1.24475, -0.56788, 2.27272], [-1.38031, -0.52678, 0.48872], [0.97650, -1.27702, 2.29728], [0.30702, -2.10962, 0.91566], [2.86816, -0.51702, -2.39465], [3.35090, 0.39488, -1.01242], [1.08367, -1.51184, -1.21291], [-0.49850, 2.67472, -0.08184], [-1.16006, -0.74377, -0.89196], [-0.33489, 1.14238, -0.69742], [-3.07920, -0.17446, -1.69668], [-4.27873, -1.01059, -1.31655], [-4.04172, -0.17902, -1.75134]], "forces_ev_per_angstrom": [[-0.93, 0.19, 0.00], [1.31, 0.36, 1.11], [0.63, -1.39, -0.49], [-0.40, -0.65, -0.03], [0.81, 0.22, -0.35], [-1.14, 0.29, 0.21], [-0.45, -0.72, 0.15], [0.11, 0.08, 0.00], [-0.28, -0.20, -0.29], [-0.18, 0.20, -0.01], [0.23, -0.30, -1.49], [-0.35, 0.36, -0.07], [-0.01, 0.42, -0.08], [-0.05, 0.07, 0.05], [-0.13, 0.18, 0.02], [0.05, -0.07, -0.06], [0.30, 0.19, -0.07], [0.13, 0.61, 1.45], [0.39, 0.16, -0.01], [-0.10, 0.16, -0.21], [-0.23, 0.17, -0.17], [0.29, -0.33, 0.35]], "nbo_charge": [-0.280, -0.286, -0.278, -0.722, 0.293, -0.397, -0.689, 0.236, 0.296, 0.267, 0.165, 0.257, 0.198, 0.416, 0.426, 0.178, 0.399, 0.142, 0.366, 0.442, 0.472, -0.901]}



{"formula": "C15H14ClO5Pd", "method": "ωB97M-V with the def2-TZVPD basis set", "homo_lumo_gap_ev": [8.180, 5.826], "charge": 1, "homo_energy_ev": [-11.06, -13.10], "e_tot_ev": -42010.74449, "s_squared": 6.05, "multiplicity": 5, "species": ["Pd", "O", "C", "O", "C", "C", "C", "C", "C", "O", "C", "C", "O", "O", "H", "H", "H", "H", "H", "H", "H", "H", "Cl", "C", "C", "C", "C", "C", "C", "C", "H", "H", "H", "H", "H", "H"], "xyz": [[0.38574, 0.63506, -0.35528], [2.46200, -2.67607, -1.58225], [1.61170, -1.81995, -1.48360], [1.57103, -0.60104, -1.61887], [0.15805, -2.58539, -1.13745], [-0.96850, -1.78816, -1.80980], [-2.22817, -2.66644, -1.74891], [-2.62445, -2.55120, -0.26022], [-1.49979, -1.67914, 0.29162], [-1.26744, -0.77102, -0.82824], [-0.18595, -2.48049, 0.35403], [0.92801, -1.81920, 1.24615], [1.67458, -2.54302, 1.84905], [0.94061, -0.52238, 1.28196], [0.28370, -3.59447, -1.51436], [-0.73993, -1.32867, -2.76748], [-2.02891, -3.68728, -2.06765], [-2.99096, -2.25041, -2.40321], [-2.67863, -3.51092, 0.24862], [-3.58202, -2.04754, -0.14523], [-1.72398, -1.09834, 1.18302], [-0.31717, -3.46866, 0.79116], [4.11214, 4.67533, 1.38945], [2.58127, 3.95759, 1.14942], [2.04454, 3.11317, 2.13164], [0.81872, 2.53436, 1.94001], [0.06533, 2.77062, 0.73596], [-1.19611, 2.17531, 0.52857], [0.64314, 3.66099, -0.23850], [1.86773, 4.23158, -0.03187], [2.60648, 2.92821, 3.03586], [0.40256, 1.87485, 2.69089], [-1.81585, 2.48709, -0.30330], [-1.68039, 1.64419, 1.33873], [0.07653, 3.89291, -1.13191], [2.29442, 4.90851, -0.75800]], "forces_ev_per_angstrom": [[0.08, -0.17, 0.04], [0.02, -0.15, 0.02], [-0.29, -0.43, -0.03], [0.13, 0.61, -0.05], [0.14, -0.10, 0.01], [0.13, -0.14, -0.18], [0.02, 0.02, -0.08], [0.00, 0.04, 0.08], [-0.03, -0.10, 0.25], [0.06, 0.14, 0.03], [0.12, 0.11, 0.10], [-0.21, -0.48, -0.20], [-0.04, 0.09, -0.03], [0.07, 0.55, -0.02], [-0.08, 0.03, 0.05], [-0.01, -0.04, 0.04], [0.01, 0.00, -0.02], [0.00, 0.01, -0.01], [0.00, 0.00, 0.01], [0.01, -0.01, 0.01], [0.02, -0.03, -0.06], [-0.04, 0.01, -0.08], [-0.06, -0.04, -0.01], [-0.03, -0.03, 0.03], [-0.04, -0.01, -0.02], [0.00, 0.04, -0.04], [-0.11, -0.02, 0.10], [0.03, 0.17, 0.09], [0.04, -0.02, 0.05], [-0.06, -0.03, -0.02], [0.00, -0.01, 0.02], [0.03, 0.01, -0.02], [0.05, -0.02, 0.00], [0.04, -0.01, -0.03], [0.01, 0.00, -0.02], [0.00, 0.01, -0.03]], "lowdin_spin": [1.478, 0.509, 0.112, 0.138, 0.170, 0.035, 0.025, 0.005, 0.010, 0.109, 0.031, 0.031, 0.061, 0.253, -0.001, 0.000, 0.001, 0.005, 0.001, 0.001, 0.000, 0.005, 0.087, 0.199, -0.013, 0.145, 0.083, 0.343, 0.134, 0.006, -0.004, 0.004, 0.020, 0.017, 0.005, -0.003]}



{"formula": "C3H4N2O2", "method": "ωB97M-V with the def2-TZVPD basis set", "relative_energy_kj_mol": 506.01, "homo_lumo_gap_ev": 8.640, "charge": 0, "homo_energy_ev": -9.13, "e_tot_ev": -10247.02066, "multiplicity": 1, "species": ["O", "C", "C", "O", "N", "C", "N", "H", "H", "H", "H"], "xyz": [[-2.11563, 1.62156, 0.10041], [-1.97611, 0.44359, -0.18640], [-0.87737, -0.50509, -0.04483], [-1.03496, -1.66073, 0.18983], [0.42138, -0.12362, -0.40108], [1.71748, -0.45144, 0.13507], [1.27417, 0.89387, -0.19673], [-2.64059, -0.08770, -0.79538], [2.48022, -0.89571, -0.62200], [1.75145, -0.78113, 1.20193], [0.99996, 1.54638, 0.61918]], "forces_ev_per_angstrom": [[0.76, -1.81, 0.20], [-0.41, 2.87, -0.47], [4.73, 0.72, 0.75], [-1.55, -1.78, 0.50], [-2.01, -2.35, -0.44], [0.36, -0.92, -0.60], [1.24, 4.44, 1.54], [-2.31, -0.63, -0.87], [-1.46, 0.77, 1.65], [0.00, 0.33, -1.09], [0.66, -1.65, -1.17]], "nbo_charge": [-0.457, 0.353, 0.533, -0.532, -0.293, -0.081, -0.417, 0.129, 0.211, 0.205, 0.350]}